C3H2Cl2O2 as an isolated structure at a distorted geometry, computed with wB97M-V/def2-TZVPD.

XYZ file:
```
9
Properties=species:S:1:pos:R:3:mulliken_charge:R:1
C -1.855 -0.472 0.071 0.661
C -0.739 -0.849 0.642 -0.448
C 1.350 0.480 -0.371 0.109
O -2.915 -0.213 -0.375 -0.363
O 0.663 -0.461 0.527 -0.308
Cl 0.517 0.582 -1.864 -0.142
Cl 1.241 2.218 0.230 -0.162
H 2.455 0.050 -0.419 0.320
H -0.715 -1.335 1.558 0.333
```

## Properties
electronic energy: -1186.2744 a.u.
frontier orbital gap: 9.03 eV
highest occupied orbital energy: -9.11 eV
ΔE to the lowest compared entry with this formula, charge and spin: 305.94 kJ/mol